[1]
The following is a DFT calculation (wB97M-V/def2-TZVPD) of 15 unconnected molecules or ions with the total composition C6H42O15.

```
63
Properties=species:S:1:pos:R:3:lowdin_charge:R:1
H 10.80 4.36 9.44 0.08
O 9.24 7.70 12.51 -0.09
H 7.47 11.62 7.27 0.05
H 4.35 9.00 6.86 0.05
H 10.50 8.68 11.19 0.08
H 6.08 12.11 6.20 0.08
O 10.94 6.01 8.21 -0.14
H 5.65 10.38 10.18 -0.03
H 8.16 11.09 9.87 -0.01
H 6.62 4.42 7.31 0.06
O 12.04 8.41 5.68 -0.07
O 5.83 6.91 11.50 -0.11
H 4.57 9.77 9.31 -0.03
H 9.63 7.32 10.48 0.06
H 8.89 7.69 4.70 0.00
H 5.54 8.90 7.79 0.00
H 10.86 6.99 11.65 0.08
H 7.22 12.22 10.23 0.06
H 11.21 8.18 5.26 -0.06
O 7.50 6.45 4.66 -0.04
C 7.17 12.06 6.32 -0.13
H 7.30 7.27 7.54 0.06
O 10.29 5.37 5.48 -0.02
H 9.70 8.86 4.18 0.08
O 6.14 5.13 6.87 -0.03
C 10.07 7.70 11.40 -0.19
H 11.66 7.78 8.76 0.00
H 5.22 4.92 7.00 0.06
H 8.76 6.87 12.55 0.08
H 10.38 4.72 4.79 0.06
H 12.21 4.38 8.36 0.09
O 12.12 8.62 8.70 -0.04
H 8.74 7.72 8.33 0.07
H 10.34 10.12 9.24 0.06
H 6.72 8.16 10.16 0.07
C 10.33 11.68 8.07 -0.11
H 11.80 8.62 6.58 -0.02
O 9.72 10.80 9.00 -0.15
H 12.12 5.53 9.69 0.08
C 11.54 4.99 8.95 -0.16
O 9.79 7.99 4.56 -0.05
C 8.02 8.08 7.60 -0.10
H 5.48 7.06 9.47 0.07
H 7.03 6.40 9.96 0.07
H 8.56 8.25 6.67 0.07
H 8.04 9.70 8.51 0.03
H 9.72 6.04 5.10 0.00
H 10.41 11.22 7.09 0.09
H 7.11 5.93 5.36 0.01
H 6.84 7.09 4.43 0.06
H 9.82 12.64 8.04 0.09
O 4.79 9.94 10.22 -0.06
O 7.72 11.31 5.20 -0.13
O 7.30 11.27 10.25 -0.03
C 6.28 7.16 10.19 -0.19
O 7.31 9.23 8.09 -0.15
H 7.40 11.74 4.40 0.06
H 7.54 13.08 6.35 0.07
O 4.59 8.93 7.79 -0.04
H 5.24 7.62 11.75 0.07
H 10.63 5.66 7.37 0.04
H 11.35 11.92 8.38 0.09
H 13.05 8.39 8.75 0.06
```

Results
HOMO: -9.48 eV
2S+1: 1
relative energy (zero: lowest compared OMol25 entry of this formula, charge and spin): 2.447 eV
DFT total energy: -37614.2133 eV
Kohn-Sham gap: 0.34459 Ha

[2]
The following is a DFT calculation (wB97M-V/def2-TZVPD) of a molecular structure, C6H48O19Y.

```
74
Properties=species:S:1:pos:R:3:lowdin_charge:R:1
H -0.20 -3.56 -0.88 0.04
C -4.36 1.46 -1.26 -0.05
H 1.41 0.64 5.14 0.07
H -2.13 -0.28 -3.13 0.06
O 4.02 -2.30 -1.60 -0.01
H -2.60 4.14 0.02 0.04
C -3.12 0.54 -1.41 -0.61
O -2.04 0.77 -0.58 -0.34
H -2.47 1.37 2.09 -0.02
H 0.63 -1.50 -2.66 0.02
H 2.95 1.75 3.99 0.08
C 0.76 0.41 4.30 -0.07
H 0.43 -2.69 2.36 0.08
H 2.69 2.25 2.23 0.05
H -2.02 -1.95 2.11 0.02
C 1.04 1.38 3.17 -0.57
O -2.56 -3.43 3.02 -0.02
H 2.94 -1.29 -0.52 0.02
H 1.88 -4.81 -1.70 0.05
H 3.22 -2.26 3.46 0.07
O -2.41 3.49 0.69 -0.03
H 0.76 1.87 -4.15 0.05
H 1.82 1.80 -0.99 0.02
O 0.92 1.65 -0.72 -0.10
H 1.26 -2.83 -4.42 0.06
H 3.05 0.62 2.53 0.06
H -2.45 2.25 3.32 0.04
H 3.45 -3.68 3.00 0.07
H -0.27 0.61 4.59 0.07
H 2.80 0.17 -0.17 0.00
H 4.96 -2.42 -1.54 0.07
O -1.88 -1.33 1.39 -0.09
H -1.56 4.01 -1.76 0.04
H 0.49 2.50 -0.85 0.03
Y -0.03 -0.44 0.15 1.64
H 3.65 -3.12 -1.27 0.04
O 0.83 -2.09 1.73 -0.10
H 0.99 3.39 1.56 -0.01
O 0.44 -0.70 -2.17 -0.12
H -5.20 1.09 -1.86 0.08
H 1.77 -2.24 1.83 -0.01
O 0.77 1.00 -4.54 -0.03
H -2.49 2.65 0.25 -0.02
H -4.12 2.49 -1.53 0.07
H 0.85 -0.65 4.04 0.06
H -2.68 -0.79 1.38 0.06
O 0.38 0.98 1.99 -0.37
H -4.69 1.48 -0.23 0.08
H 4.08 1.83 -1.48 0.09
H -0.38 3.62 0.94 -0.01
H 3.99 2.15 -0.01 0.09
C 2.57 1.48 3.00 -0.04
C -2.83 0.52 -2.88 -0.08
H -3.71 0.36 -3.50 0.08
O -0.85 3.46 -2.09 -0.03
H 1.10 -4.22 -2.86 0.02
O -0.56 -2.69 -0.74 -0.08
H -3.17 -4.03 2.59 0.06
H -1.48 -2.76 -0.95 0.08
O 0.99 -4.71 -2.04 -0.01
O -2.88 1.48 2.94 -0.05
H -1.14 2.57 -1.93 -0.01
O 3.59 1.61 -0.69 -0.01
H 0.16 1.06 -5.27 0.06
O 3.16 -2.82 2.69 -0.02
H -2.41 1.49 -3.16 0.07
O 0.48 4.03 1.06 -0.05
H -3.39 -0.50 -1.19 0.11
O 2.37 -0.67 -0.07 -0.09
H -2.95 -3.27 3.88 0.07
H 0.04 -2.15 -5.01 0.07
O 0.37 -2.55 -4.20 -0.02
H 0.43 -0.01 -2.83 0.02
H 0.53 2.31 3.42 0.12
```

Results
total charge: +1
HOMO: -9.99 eV
2S+1: 1
DFT total energy: -46947.4491 eV
Kohn-Sham gap: 0.25741 Ha

[3]
The following is a DFT calculation (wB97M-V/def2-TZVPD) of a molecular structure, C6H4Br4O2.

```
16
Properties=species:S:1:pos:R:3:lowdin_charge:R:1
C -3.35 -1.58 0.22 0.04
H -3.47 -1.98 -0.65 0.00
H 3.63 -3.66 0.57 -0.24
C -2.62 -0.55 0.46 -0.26
Br 4.67 -3.44 -0.44 0.25
Br 0.18 1.70 -2.84 0.75
Br 2.21 -0.55 -1.49 0.73
O 2.42 0.19 1.63 0.16
C 1.21 0.71 -0.39 -0.70
O -2.03 0.42 0.68 0.09
H -0.78 3.52 -0.35 0.05
H -3.70 -2.00 1.17 0.09
Br -0.11 2.38 1.77 0.81
C 1.70 0.56 0.80 -0.44
C -0.30 2.57 -0.19 -0.49
C 0.34 1.71 -0.94 -0.84
```

Results
HOMO: -8.63 eV
2S+1: 1
relative energy (zero: lowest compared OMol25 entry of this formula, charge and spin): 2.741 eV
DFT total energy: -290547.8014 eV
Kohn-Sham gap: 0.29929 Ha

[4]
The following is a DFT calculation (wB97M-V/def2-TZVPD) of a molecular structure, C6H4BrClN2O5SW.

```
21
Properties=species:S:1:pos:R:3:lowdin_charge:R:1
O 3.10 1.86 0.79 -0.38
Br 0.39 3.31 0.34 0.45
C -1.81 -1.97 0.26 0.09
S 1.99 1.35 -4.52 1.14
O 3.93 0.33 2.53 -0.08
O 2.75 -0.39 0.48 -0.34
C -0.81 0.49 -0.08 -0.34
H -2.82 1.32 -0.06 0.15
H 0.26 -2.62 0.28 0.15
W 1.14 1.09 -0.07 1.44
H -4.29 -1.88 0.34 0.16
C -0.45 -1.82 0.19 0.00
O 1.55 0.75 2.07 -0.38
C -2.18 0.46 -0.02 0.07
N -0.02 -0.55 -0.01 -0.12
H -2.22 -2.96 0.41 0.15
Cl 2.97 0.61 1.59 0.81
C 1.71 1.25 -3.05 -0.71
C -2.68 -0.84 0.15 -0.24
N 1.47 1.16 -1.82 -0.19
O -3.99 -0.97 0.21 0.18
```

Results
total charge: +2
HOMO: -17.49 eV
2S+1: 1
relative energy (zero: lowest compared OMol25 entry of this formula, charge and spin): 0.000 eV
DFT total energy: -114704.5571 eV
Kohn-Sham gap: 0.27035 Ha

[5]
The following is a DFT calculation (wB97M-V/def2-TZVPD) of a single C6H4Cl2 molecule.

```
12
Properties=species:S:1:pos:R:3:lowdin_charge:R:1
C -0.81 -0.63 0.12 -0.15
Cl 1.47 -0.59 -0.98 0.74
Cl 1.76 1.99 0.95 0.64
C -0.58 1.32 -1.21 -0.08
H -0.65 3.38 -1.37 0.09
C -1.56 -0.88 1.13 0.05
H -2.17 -1.79 1.14 0.08
C 1.19 2.88 -0.36 -0.45
H -1.56 -0.33 1.97 0.03
C -0.11 2.55 -0.94 -0.23
C 0.00 0.06 -0.61 -0.81
H -1.52 1.14 -1.65 0.10
```

Results
HOMO (spin up / spin down): -8.21 / -8.50 eV
2S+1: 1
relative energy (zero: lowest compared OMol25 entry of this formula, charge and spin): 6.559 eV
DFT total energy: -31325.3253 eV
Kohn-Sham gap (spin up / spin down): 0.26497 / 0.27057 Ha

[6]
The following is a DFT calculation (wB97M-V/def2-TZVPD) of a molecular structure, C6H4Cl2FeN2O3Tl.

```
19
Properties=species:S:1:pos:R:3:lowdin_charge:R:1
H -0.38 3.27 3.58 0.16
C -0.21 1.45 2.36 -0.01
N 1.19 0.41 3.71 0.13
C 0.94 1.61 4.26 0.14
O 0.37 -3.05 -7.38 0.23
C 0.28 -2.46 -6.40 0.02
C -0.70 -2.54 2.31 0.09
H 1.74 -0.32 4.15 0.22
C 0.02 2.28 3.44 0.10
H -0.88 1.60 1.53 0.15
Cl -0.13 -1.10 -0.80 0.15
Fe -0.05 -0.94 1.37 0.63
H 1.33 1.88 5.23 0.19
O -1.61 -3.13 2.73 0.29
N 0.50 0.28 2.54 -0.11
O -0.83 0.36 -7.85 0.17
Tl 0.00 -1.00 -3.84 0.99
C -0.59 0.02 -6.78 -0.09
Cl -0.98 1.38 -4.14 0.55
```

Results
total charge: +4
HOMO (spin up / spin down): -24.56 / -24.19 eV
2S+1: 6
relative energy (zero: lowest compared OMol25 entry of this formula, charge and spin): 0.806 eV
DFT total energy: -79480.2832 eV
expectation value of S²: 8.862
Kohn-Sham gap (spin up / spin down): 0.23423 / 0.18959 Ha